Entry 1:
Density functional theory data (wB97M-V/def2-TZVPD) for C5H7NO in the gas phase.

## Properties
LUMO level = 0.92 eV
largest force on an atom = 3.778 eV/Å
orbital gap = 9.121 eV
highest occupied orbital energy = -8.20 eV
SMILES string = Cc1ccoc1N

Geometry as XYZ:
```
14
C5H7NO | OMol25 | wB97M-V/def2-TZVPD
C 1.76 -0.43 -0.08
C 0.35 -0.32 0.05
C -0.55 -1.44 0.04
C -1.80 -0.90 -0.04
O -1.84 0.44 -0.04
C -0.41 0.80 -0.18
N -0.13 2.08 0.03
H 1.83 -0.95 -1.00
H 2.32 -0.93 0.75
H 2.35 0.47 -0.11
H -0.27 -2.55 0.22
H -2.80 -1.44 -0.06
H -0.25 2.43 1.02
H -0.56 2.74 -0.60
```


Entry 2:
Density functional theory data (wB97M-V/def2-TZVPD) for C5H7NO in the gas phase.

## Properties
LUMO level = 0.62 eV
largest force on an atom = 0.749 eV/Å
orbital gap = 10.917 eV
highest occupied orbital energy = -10.30 eV
SMILES string = CC(=O)[C@@H](C)C#N

Geometry as XYZ:
```
14
C5H7NO | OMol25 | wB97M-V/def2-TZVPD
C 1.99 -0.05 -0.37
C 0.73 -0.19 0.45
O 0.73 -0.38 1.63
C -0.61 0.05 -0.29
C -1.77 -0.68 0.38
C -0.71 1.52 -0.25
N -0.64 2.67 -0.17
H 2.38 -1.04 -0.64
H 2.73 0.45 0.24
H 1.84 0.51 -1.30
H -0.52 -0.24 -1.34
H -1.69 -0.61 1.47
H -2.74 -0.29 0.06
H -1.73 -1.74 0.12
```


Entry 3:
Density functional theory data (wB97M-V/def2-TZVPD) for C5H7NO in the gas phase.

## Properties
LUMO level = 0.68 eV
largest force on an atom = 5.602 eV/Å
orbital gap = 9.470 eV
highest occupied orbital energy = -8.79 eV
SMILES string = O=C1CC=CCN1

Geometry as XYZ:
```
14
C5H7NO | OMol25 | wB97M-V/def2-TZVPD
O 0.40 0.83 -2.51
C 0.17 0.46 -1.37
C -0.39 1.41 -0.35
C -0.51 0.96 1.04
C -0.11 -0.33 1.37
C 0.15 -1.37 0.34
N 0.41 -0.81 -0.96
H -1.45 1.58 -0.59
H 0.09 2.38 -0.49
H 0.38 1.06 1.84
H -0.14 -0.69 2.42
H -0.73 -2.03 0.31
H 1.00 -2.01 0.64
H 0.76 -1.43 -1.68
```


Entry 4:
Density functional theory data (wB97M-V/def2-TZVPD) for a molecular structure, C5H7NO.

## Properties
LUMO level = 0.96 eV
largest force on an atom = 1.656 eV/Å
orbital gap = 10.065 eV
highest occupied orbital energy = -9.10 eV

Geometry as XYZ:
```
14
C5H7NO | OMol25 | wB97M-V/def2-TZVPD
O -2.03 -0.51 0.32
C -0.95 -0.10 0.73
C -0.59 1.31 0.60
C -0.29 0.87 -0.92
C 0.66 -0.03 -1.20
C 1.23 -0.79 -0.01
N 0.14 -0.95 1.00
H 0.25 1.67 1.22
H -1.43 2.01 0.68
H -1.03 1.22 -1.64
H 1.01 -0.21 -2.21
H 2.08 -0.24 0.40
H 1.59 -1.79 -0.26
H -0.26 -1.88 0.90
```


Entry 5:
Density functional theory data (wB97M-V/def2-TZVPD) for a molecular structure, C5H7NO.

## Properties
LUMO level = 0.51 eV
largest force on an atom = 1.768 eV/Å
orbital gap = 8.795 eV
highest occupied orbital energy = -8.29 eV

Geometry as XYZ:
```
14
C5H7NO | OMol25 | wB97M-V/def2-TZVPD
C -0.12 -0.54 0.01
C 1.20 -0.10 -0.28
C -1.39 0.34 -0.06
C -0.95 -0.24 1.23
C -1.24 -0.86 -0.94
N 2.09 1.52 0.13
O 2.02 0.18 0.73
H 3.10 1.59 -0.08
H 1.62 -0.23 -1.27
H -1.38 1.38 -0.36
H -0.51 0.43 1.96
H -1.07 -0.69 -2.00
H -1.52 -1.06 1.65
H -1.85 -1.73 -0.72
```


Entry 6:
Density functional theory data (wB97M-V/def2-TZVPD) for C5H7NO in the gas phase.

## Properties
LUMO level = 0.74 eV
largest force on an atom = 0.412 eV/Å
orbital gap = 9.388 eV
highest occupied orbital energy = -8.65 eV
SMILES string = C=C/C(N)=C\C=O

Geometry as XYZ:
```
14
C5H7NO | OMol25 | wB97M-V/def2-TZVPD
C -1.89 -0.88 -0.39
C -0.89 -0.43 0.36
C 0.11 0.60 -0.01
N -0.45 1.81 -0.32
C 1.45 0.35 0.00
C 1.93 -0.99 0.28
O 1.22 -1.97 0.48
H -2.03 -0.58 -1.43
H -2.56 -1.62 0.01
H -0.78 -0.81 1.37
H 0.10 2.65 -0.27
H -1.44 1.91 -0.13
H 2.18 1.13 -0.20
H 3.03 -1.11 0.30
```


Entry 7:
Density functional theory data (wB97M-V/def2-TZVPD) for C5H7NO in the gas phase.

## Properties
LUMO level (spin up / spin down) = -1.29 / -1.31 eV
largest force on an atom = 1.554 eV/Å
orbital gap (spin up / spin down) = 7.960 / 9.008 eV
highest occupied orbital energy (spin up / spin down) = -9.25 / -10.32 eV

Geometry as XYZ:
```
14
C5H7NO | OMol25 | wB97M-V/def2-TZVPD
C 0.30 -0.38 1.88
C -0.40 0.35 0.73
C -0.09 -0.14 -0.67
C -0.73 0.44 -1.86
O 0.50 0.40 -2.43
C 1.12 -0.85 -0.96
N 2.23 -1.21 -0.87
H 0.03 -1.44 1.92
H 0.02 0.07 2.84
H 1.39 -0.32 1.77
H -1.49 0.26 0.84
H -0.20 1.43 0.80
H -1.60 -0.05 -2.33
H -0.96 1.49 -1.63
```


Entry 8:
Density functional theory data (wB97M-V/def2-TZVPD) for C5H7NO in the gas phase.

## Properties
LUMO level = 0.68 eV
largest force on an atom = 1.131 eV/Å
orbital gap = 10.111 eV
highest occupied orbital energy = -9.43 eV
SMILES string = C=C(O)[C@@H](C)C#N

Geometry as XYZ:
```
14
C5H7NO | OMol25 | wB97M-V/def2-TZVPD
C -0.88 -1.58 -0.85
C -0.77 -0.38 -0.28
O -1.87 0.23 0.25
C 0.45 0.52 -0.24
C 0.68 1.27 1.08
C 1.64 -0.24 -0.64
N 2.59 -0.83 -0.94
H -1.87 -1.94 -1.10
H -0.03 -2.19 -1.12
H -2.51 -0.49 0.35
H 0.28 1.27 -1.02
H 0.89 0.59 1.90
H 1.54 1.95 0.97
H -0.20 1.86 1.32
```


E
In order: -8834.4845; -8835.5901; -8833.4927; -8834.4136; -8829.7941; -8834.8022; -8831.4885; -8835.0334
Unit: eV